[1]
{"formula": "C4H12N2O3", "method": "the ωB97M-V functional and the def2-TZVPD basis", "species": ["N", "C", "C", "N", "C", "C", "O", "O", "H", "H", "H", "H", "H", "H", "H", "H", "H", "H", "O", "H", "H"], "coordinates": [[-1.921, 0.807, 1.548], [-2.146, -0.083, 0.404], [-1.755, 0.542, -0.958], [-0.278, 0.542, -1.096], [0.272, -0.784, -1.451], [1.133, -1.188, -0.257], [0.870, -1.931, 0.658], [2.340, -0.569, -0.339], [-1.313, 0.351, 2.245], [-1.511, 1.673, 1.260], [-3.271, -0.315, 0.430], [-1.599, -1.090, 0.524], [-2.274, -0.021, -1.747], [-2.089, 1.550, -1.008], [0.023, 1.201, -1.757], [0.917, -0.760, -2.351], [-0.485, -1.583, -1.535], [2.976, -0.695, 0.453], [1.419, 1.997, 1.190], [1.491, 1.374, 0.511], [0.467, 1.967, 1.314]], "atomic_forces_ev_per_a": [[0.5814, -1.0781, 0.5514], [-1.0955, -1.1343, -0.0187], [0.5768, -1.3639, 0.8687], [-1.0559, -1.4711, 0.2989], [0.3413, -0.2818, 0.7675], [1.1913, -0.6558, 0.7657], [-0.4042, 0.4394, -0.6902], [1.3762, 0.3603, 0.9697], [-0.4062, 0.5847, -0.5528], [0.2251, 0.4075, -0.0640], [1.5142, 0.1108, -0.4949], [-0.7825, 1.5070, -0.1159], [0.2340, 0.0469, -0.0550], [-0.3536, 0.9832, 0.0156], [0.3098, 1.0212, -0.9654], [-0.4710, 0.0505, 0.4397], [0.0798, 0.5646, -0.2088], [-1.9794, -0.1295, -1.5147], [-0.3892, 1.3879, 1.5979], [0.5806, -1.5773, -1.9161], [-0.0729, 0.2279, 0.3215]], "nbo_charge": [-0.8439, -0.2348, -0.2328, -0.6371, -0.3382, 0.7950, -0.5849, -0.7261, 0.3717, 0.3428, 0.1850, 0.2027, 0.1784, 0.1993, 0.3733, 0.2249, 0.2161, 0.5146, -0.9326, 0.4699, 0.4566], "e_lumo_ha": 0.0225, "relative_energy_kj_mol": 130.9, "smiles": "NCCNCC(=O)O.O", "charge": 0, "gap_ev": 9.99, "e_tot_ev": -13464.945}

[2]
{"formula": "C6H19N6P", "method": "the ωB97M-V functional and the def2-TZVPD basis", "species": ["C", "C", "C", "C", "C", "C", "N", "N", "N", "N", "N", "N", "P", "H", "H", "H", "H", "H", "H", "H", "H", "H", "H", "H", "H", "H", "H", "H", "H", "H", "H", "H"], "coordinates": [[1.629, 2.310, -0.814], [0.026, 2.661, 0.970], [0.832, -0.018, -2.734], [1.398, -1.992, -1.418], [0.630, -0.469, 2.595], [-0.885, -1.905, 1.609], [-4.595, -1.008, -0.846], [-2.809, -0.138, 0.269], [-3.727, -0.538, -0.232], [0.784, 1.685, 0.248], [0.866, -0.576, -1.385], [0.204, -0.978, 1.330], [0.168, 0.087, 0.009], [1.178, 3.114, -1.386], [2.383, 2.865, -0.285], [2.145, 1.509, -1.393], [-0.923, 2.257, 1.358], [0.519, 3.192, 1.796], [-0.416, 3.478, 0.255], [0.727, 1.055, -2.642], [1.892, -0.131, -3.125], [-0.091, -0.400, -3.343], [1.082, -2.577, -0.533], [1.076, -2.453, -2.327], [2.525, -2.022, -1.391], [-0.171, 0.126, 3.051], [0.855, -1.332, 3.379], [1.617, 0.074, 2.600], [-0.980, -2.671, 0.749], [-0.473, -2.583, 2.474], [-1.902, -1.393, 1.887], [-5.563, -1.229, -0.727]], "atomic_forces_ev_per_a": [[1.2321, -1.1221, 0.2814], [-3.2573, 2.3376, -0.0411], [-0.7885, 0.7851, -0.8948], [0.7241, -0.1030, 1.6272], [2.3571, 0.3782, 3.5020], [-1.2603, -3.2185, -0.0088], [-0.5256, -0.8919, -2.2449], [1.9068, 1.1148, 0.6157], [-0.7542, -0.1808, 0.5824], [-0.7341, -2.4562, -1.6691], [-0.6962, -0.7343, 2.5913], [-0.4313, 1.3701, -1.7111], [2.9510, 0.1324, -0.8308], [-0.8391, -0.5179, -0.3716], [0.6126, 0.0040, 0.6068], [-0.4113, 1.0902, 0.4343], [0.5071, -0.2527, 0.1877], [0.4705, -0.5168, -0.4177], [1.1916, -1.3798, 1.0458], [-0.4155, 0.1568, -0.2834], [-1.5448, -0.4514, -0.1174], [2.2198, 0.2951, 0.8600], [-0.0366, 0.3946, -0.6548], [-0.3767, -0.2716, -0.4312], [-1.0310, 0.5948, -0.1299], [0.3388, 0.0421, 0.0746], [-0.6744, 1.4369, -2.0018], [-1.1732, -0.1890, -0.4756], [-0.3327, 1.4964, 1.1018], [-1.0525, 1.4644, -1.5155], [2.1786, -1.0614, -0.5010], [-0.3549, 0.2540, 0.7891]], "nbo_charge": [-0.4376, -0.4720, -0.4460, -0.4220, -0.4723, -0.4689, -0.4466, -0.2768, 0.3287, -0.6204, -0.6727, -0.6636, 2.0575, 0.2528, 0.2640, 0.2295, 0.2411, 0.2711, 0.2482, 0.2250, 0.2668, 0.2698, 0.2351, 0.2463, 0.2591, 0.2321, 0.2812, 0.2515, 0.2415, 0.2685, 0.2732, 0.4560], "e_lumo_ha": -0.3828, "relative_energy_kj_mol": 96.2, "charge": 2, "gap_ev": 6.16, "e_tot_ev": -24737.459}

[3]
{"formula": "C2H6F6LiNO7S2", "method": "the ωB97M-V functional and the def2-TZVPD basis", "species": ["Li", "C", "F", "F", "F", "S", "O", "O", "N", "S", "O", "O", "C", "F", "F", "F", "O", "H", "H", "O", "H", "H", "O", "H", "H"], "coordinates": [[1.228, -0.023, -0.148], [-0.398, 2.346, 1.060], [0.858, 2.501, 0.582], [-0.348, 1.667, 2.190], [-0.931, 3.550, 1.282], [-1.418, 1.504, -0.229], [-2.743, 1.557, 0.260], [-1.102, 2.142, -1.452], [-0.706, 0.003, -0.258], [-1.739, -1.039, 0.441], [-1.890, -0.808, 1.837], [-2.865, -1.337, -0.358], [-0.704, -2.562, 0.347], [-0.705, -3.081, -0.863], [0.607, -2.260, 0.661], [-1.141, -3.443, 1.209], [2.758, -0.340, -1.306], [3.599, -0.704, -1.009], [2.940, 0.107, -2.140], [-0.264, -0.189, -3.203], [-0.459, -0.399, -2.283], [-0.504, 0.742, -3.268], [1.946, -0.052, 1.837], [2.287, 0.749, 2.247], [1.693, -0.630, 2.565]], "atomic_forces_ev_per_a": [[0.4443, -0.2736, 0.3321], [-0.5319, 0.4644, -0.4192], [0.0820, -0.0799, 0.2154], [0.0525, 0.0880, 0.1277], [0.3987, -0.2815, 0.0293], [0.9115, -0.8335, -0.1755], [-0.5851, -0.2632, 0.4310], [0.5813, 0.6760, -0.7779], [-1.4691, 1.1796, 0.3990], [0.6592, -0.7382, 0.5472], [0.0369, 0.0856, 0.5896], [-0.7490, -0.1294, -0.6425], [0.8125, 0.6204, -0.1468], [0.0577, -0.1253, -0.3080], [-0.4741, -0.1393, -0.0746], [-0.0955, -0.3423, 0.3364], [0.0245, 0.1546, 0.1066], [-0.0466, -0.0182, 0.0399], [-0.1857, -0.0872, -0.0669], [0.3563, 0.0411, -0.1923], [-0.1986, -0.0001, 0.0166], [-0.0865, -0.0239, 0.0261], [0.2168, 0.0622, -0.2865], [-0.0500, 0.0077, 0.0055], [-0.1621, -0.0440, -0.1122]], "nbo_charge": [0.8965, 0.7101, -0.3372, -0.2967, -0.2994, 2.2434, -0.8859, -0.9341, -1.3401, 2.2478, -0.9224, -0.8966, 0.7141, -0.2956, -0.3599, -0.2885, -0.9802, 0.4996, 0.5086, -0.9602, 0.4758, 0.4789, -0.9762, 0.4936, 0.5044], "e_lumo_ha": -0.0236, "relative_energy_kj_mol": 63.6, "charge": 0, "gap_ev": 9.88, "e_tot_ev": -56175.539}